# 1
The following is a quantum chemistry calculation of 9 unconnected molecules or ions with the total composition C76H82F14N3O in a non-equilibrium geometry, from the Open Molecules 2025 dataset.

Last column: Löwdin charge in e.
Positions of all 176 atoms, in Å:
1 C -0.905 5.097 3.926  -0.08
2 C -1.835 4.960 2.632  -0.38
3 C -3.280 4.579 3.210  -0.09
4 C -1.404 3.768 1.689  -0.16
5 C -0.352 4.175 0.560  -0.30
6 C 0.807 5.121 1.138  -0.06
7 C -1.075 4.967 -0.603  -0.13
8 O -0.796 4.497 -1.951  -0.02
9 C -1.086 3.181 -2.136  -0.12
10 C -0.014 2.328 -2.728  -0.04
11 C 1.380 2.848 -3.178  -0.10
12 C 2.219 3.563 -2.055  -0.04
13 C 3.109 2.561 -1.201  -0.34
14 F 3.537 3.305 -0.120  0.10
15 F 2.176 1.620 -0.728  0.07
16 C 4.244 1.914 -2.065  -0.25
17 F 3.803 0.799 -2.770  0.09
18 F 4.506 2.838 -3.084  0.10
19 C 5.638 1.591 -1.423  -0.25
20 F 6.261 0.656 -2.242  0.13
21 F 6.427 2.731 -1.550  0.11
22 C 5.797 1.089 0.047  -0.24
23 F 7.104 0.599 0.110  0.12
24 F 5.816 2.086 1.013  0.13
25 C 4.884 -0.087 0.572  -0.25
26 F 3.929 -0.556 -0.291  0.14
27 F 5.684 -1.185 0.868  0.11
28 C 4.140 0.216 1.959  -0.45
29 F 3.284 1.266 1.896  0.15
30 F 3.352 -0.903 2.183  0.12
31 F 4.999 0.264 3.009  0.16
32 C -0.291 0.907 -2.938  0.10
33 N -1.497 0.357 -2.583  -0.01
34 F -1.680 -0.959 -2.815  0.11
35 C -2.547 1.081 -2.034  -0.05
36 C -3.836 0.264 -1.700  -0.08
37 C -3.471 -0.619 -0.409  -0.17
38 C -4.726 -0.969 0.487  -0.15
39 C -4.441 -2.408 1.120  -0.15
40 N -3.335 -2.376 2.077  -0.13
41 C -3.104 -1.534 3.168  -0.12
42 C -1.856 -1.820 3.855  -0.07
43 C -1.249 -2.961 3.070  -0.07
44 C -2.217 -3.217 2.031  -0.12
45 C -2.364 2.516 -1.816  -0.11
46 N -3.462 3.256 -1.291  0.11
47 H -0.115 5.867 3.702  0.07
48 H -1.505 5.453 4.801  0.08
49 H -0.355 4.140 4.138  0.09
50 H -1.872 5.928 2.050  0.13
51 H -3.634 5.502 3.748  0.08
52 H -3.136 3.746 3.955  0.09
53 H -3.986 4.232 2.414  0.06
54 H -2.287 3.242 1.217  0.09
55 H -0.897 3.002 2.336  0.12
56 H 0.169 3.232 0.248  0.12
57 H 0.410 6.041 1.625  0.08
58 H 1.422 4.469 1.813  0.09
59 H 1.467 5.345 0.249  0.08
60 H -2.171 5.054 -0.363  0.12
61 H -0.688 6.026 -0.561  0.14
62 H 1.899 2.007 -3.700  0.10
63 H 1.185 3.628 -3.974  0.15
64 H 1.471 3.946 -1.302  0.09
65 H 2.785 4.465 -2.390  0.15
66 H 0.487 0.249 -3.405  0.17
67 H -4.743 0.894 -1.548  0.12
68 H -3.992 -0.442 -2.554  0.13
69 H -2.870 -1.528 -0.682  0.11
70 H -2.801 0.035 0.225  0.12
71 H -5.700 -0.969 -0.060  0.12
72 H -4.720 -0.269 1.371  0.10
73 H -5.368 -2.905 1.507  0.12
74 H -4.091 -3.042 0.255  0.12
75 H -3.802 -0.726 3.474  0.11
76 H -1.424 -1.335 4.752  0.09
77 H -0.273 -3.446 3.270  0.09
78 H -2.033 -4.019 1.283  0.11
79 H -3.834 3.945 -1.944  0.13
80 H -4.183 2.670 -0.878  0.09
81 C 7.312 -3.242 2.583  -0.09
82 C 6.283 -2.918 3.459  -0.09
83 C 6.123 -3.635 4.639  -0.09
84 C 6.998 -4.670 4.947  -0.10
85 C 8.029 -4.991 4.073  -0.10
86 C 8.184 -4.280 2.889  -0.10
87 H 7.436 -2.686 1.661  0.09
88 H 5.605 -2.109 3.223  0.07
89 H 5.316 -3.387 5.319  0.10
90 H 6.875 -5.226 5.869  0.11
91 H 8.712 -5.797 4.315  0.11
92 H 8.985 -4.535 2.206  0.10
93 C -6.197 7.972 2.214  -0.09
94 C -5.893 6.716 1.704  -0.12
95 C -6.844 5.703 1.735  -0.11
96 C -8.104 5.949 2.267  -0.09
97 C -8.410 7.207 2.774  -0.08
98 C -7.456 8.216 2.752  -0.08
99 H -5.454 8.760 2.194  0.10
100 H -4.912 6.525 1.283  0.09
101 H -6.604 4.721 1.342  0.09
102 H -8.848 5.161 2.286  0.09
103 H -9.393 7.399 3.187  0.09
104 H -7.693 9.195 3.152  0.10
105 C -11.976 6.025 5.793  -0.09
106 C -11.951 4.700 6.213  -0.09
107 C -11.780 3.680 5.285  -0.10
108 C -11.624 3.985 3.938  -0.10
109 C -11.645 5.310 3.519  -0.12
110 C -11.825 6.330 4.446  -0.11
111 H -12.113 6.820 6.517  0.10
112 H -12.066 4.463 7.264  0.10
113 H -11.767 2.647 5.612  0.10
114 H -11.486 3.189 3.215  0.10
115 H -11.521 5.548 2.468  0.10
116 H -11.847 7.363 4.119  0.10
117 C 3.665 -1.462 -7.756  -0.10
118 C 2.538 -0.875 -8.320  -0.09
119 C 1.928 0.204 -7.693  -0.09
120 C 2.451 0.703 -6.505  -0.11
121 C 3.581 0.118 -5.943  -0.09
122 C 4.185 -0.967 -6.566  -0.08
123 H 4.138 -2.306 -8.244  0.11
124 H 2.135 -1.260 -9.249  0.11
125 H 1.046 0.658 -8.130  0.10
126 H 1.978 1.549 -6.018  0.08
127 H 3.989 0.507 -5.019  0.08
128 H 5.062 -1.427 -6.125  0.11
129 C 5.110 -7.495 3.431  -0.10
130 C 6.326 -7.819 2.842  -0.10
131 C 6.883 -9.076 3.043  -0.09
132 C 6.218 -10.013 3.827  -0.10
133 C 5.001 -9.689 4.413  -0.10
134 C 4.448 -8.429 4.219  -0.10
135 H 4.678 -6.512 3.276  0.10
136 H 6.840 -7.091 2.225  0.09
137 H 7.834 -9.327 2.589  0.10
138 H 6.650 -10.995 3.980  0.10
139 H 4.482 -10.420 5.023  0.10
140 H 3.501 -8.175 4.681  0.10
141 C 11.471 2.878 -3.524  -0.09
142 C 11.759 1.612 -4.020  -0.09
143 C 10.795 0.612 -3.976  -0.09
144 C 9.540 0.880 -3.444  -0.09
145 C 9.250 2.147 -2.952  -0.09
146 C 10.217 3.145 -2.987  -0.09
147 H 12.224 3.656 -3.556  0.10
148 H 12.736 1.405 -4.441  0.10
149 H 11.023 -0.377 -4.357  0.10
150 H 8.786 0.101 -3.414  0.09
151 H 8.272 2.356 -2.539  0.07
152 H 9.993 4.131 -2.598  0.10
153 C 3.551 -5.636 -6.228  -0.10
154 C 2.636 -4.911 -6.982  -0.10
155 C 1.766 -5.569 -7.842  -0.10
156 C 1.804 -6.955 -7.942  -0.10
157 C 2.716 -7.681 -7.185  -0.09
158 C 3.593 -7.021 -6.331  -0.09
159 H 4.232 -5.122 -5.559  0.10
160 H 2.602 -3.830 -6.899  0.08
161 H 1.057 -5.003 -8.435  0.10
162 H 1.123 -7.469 -8.609  0.10
163 H 2.745 -8.761 -7.261  0.10
164 H 4.307 -7.587 -5.745  0.10
165 C -9.540 -4.994 2.124  -0.09
166 C -8.415 -4.421 1.544  -0.11
167 C -7.550 -5.201 0.786  -0.11
168 C -7.815 -6.552 0.600  -0.09
169 C -8.942 -7.123 1.176  -0.09
170 C -9.803 -6.346 1.942  -0.09
171 H -10.213 -4.386 2.718  0.10
172 H -8.212 -3.365 1.685  0.09
173 H -6.668 -4.755 0.340  0.08
174 H -7.143 -7.159 0.005  0.10
175 H -9.150 -8.177 1.029  0.10
176 H -10.679 -6.793 2.396  0.10

Highest occupied orbital energy (eV): -10.09
Total charge: +1
Frontier orbital gap (eV): 6.2

# 2
The following is a quantum chemistry calculation of a single C5H6N2O molecule in a non-equilibrium geometry, from the Open Molecules 2025 dataset.

Last column: Löwdin charge in e.
Positions of all 14 atoms, in Å:
1 C -2.226 0.295 -0.088  -0.28
2 C 0.037 1.312 0.150  -0.06
3 C 1.296 0.939 -0.260  -0.03
4 C 1.244 -0.494 -0.586  -0.25
5 C 0.855 -1.420 0.511  -0.07
6 H -2.566 1.343 0.074  0.13
7 H -0.405 2.277 0.433  0.13
8 H 2.219 1.481 -0.110  0.10
9 H 1.817 -0.899 -1.418  0.13
10 H 0.872 -2.497 0.405  0.10
11 H 0.803 -1.033 1.532  0.12
12 N -0.833 0.245 0.021  -0.09
13 N -0.158 -0.901 -0.421  0.01
14 O -2.957 -0.649 -0.243  0.06

SMILES string: O=CN1C=C[C@H]2CN21
Highest occupied orbital energy (eV): -8.35
Energy relative to the best compared isomer or geometry (same formula, charge and spin) (kcal per mole): 54.7
Frontier orbital gap (eV): 9.3

# 3
The following is a quantum chemistry calculation of 3 unconnected molecules or ions with the total composition C18H44NO12P, from the Open Molecules 2025 dataset.

Last column: Löwdin charge in e.
Positions of all 76 atoms, in Å:
1 C 6.201 2.360 3.216  -0.10
2 O 5.516 3.208 4.136  -0.23
3 P 5.595 4.791 3.964  0.36
4 O 6.829 5.389 4.450  -0.21
5 O 5.225 5.096 2.441  -0.09
6 O 4.283 5.256 4.758  -0.14
7 O 3.091 5.372 3.953  -0.09
8 C 2.508 4.076 3.836  -0.20
9 C 1.015 4.248 3.547  -0.19
10 N 0.238 3.064 3.851  -0.04
11 C 0.115 2.044 2.819  -0.18
12 C 0.793 0.720 3.149  -0.42
13 C 2.311 0.728 3.055  -0.05
14 O 0.363 0.337 4.457  -0.04
15 H 5.853 2.520 2.193  0.08
16 H 7.279 2.518 3.272  0.09
17 H 5.975 1.336 3.497  0.09
18 H 5.953 4.842 1.855  0.10
19 H 2.656 3.523 4.765  0.13
20 H 2.989 3.544 3.008  0.11
21 H 0.639 5.118 4.092  0.12
22 H 0.891 4.467 2.485  0.12
23 H 0.508 2.641 4.729  0.10
24 H -0.947 1.830 2.660  0.11
25 H 0.500 2.397 1.859  0.11
26 H 0.416 -0.016 2.428  0.14
27 H 2.767 1.274 3.884  0.07
28 H 2.688 -0.297 3.091  0.08
29 H 2.647 1.161 2.111  0.08
30 H 1.042 -0.218 4.854  0.09
31 C -0.719 4.405 -1.824  -0.11
32 O -0.791 3.162 -2.487  -0.19
33 C 0.233 2.241 -2.181  -0.20
34 C -0.284 0.899 -1.704  -0.18
35 O -0.990 0.908 -0.478  -0.13
36 C -2.268 1.516 -0.397  -0.18
37 C -3.371 0.838 -1.181  -0.19
38 O -3.193 0.920 -2.580  -0.18
39 C -3.240 -0.307 -3.273  -0.10
40 H -0.137 5.130 -2.403  0.09
41 H -1.735 4.785 -1.713  0.09
42 H -0.274 4.308 -0.829  0.08
43 H 0.918 2.656 -1.433  0.12
44 H 0.815 2.051 -3.093  0.13
45 H 0.604 0.291 -1.502  0.13
46 H -0.844 0.390 -2.491  0.11
47 H -2.224 2.583 -0.623  0.11
48 H -2.543 1.421 0.657  0.12
49 H -4.310 1.342 -0.918  0.13
50 H -3.454 -0.206 -0.860  0.12
51 H -2.898 -1.139 -2.650  0.07
52 H -2.581 -0.235 -4.140  0.09
53 H -4.253 -0.524 -3.626  0.09
54 C 0.286 -3.589 -2.211  -0.11
55 O -0.648 -4.508 -1.690  -0.18
56 C -1.821 -3.943 -1.142  -0.20
57 C -3.100 -4.496 -1.738  -0.18
58 O -3.310 -4.231 -3.112  -0.12
59 C -2.499 -4.862 -4.086  -0.18
60 C -2.665 -6.360 -4.223  -0.20
61 O -2.218 -7.076 -3.090  -0.19
62 C -3.125 -8.011 -2.552  -0.11
63 H 1.006 -3.278 -1.446  0.09
64 H 0.829 -4.085 -3.016  0.09
65 H -0.204 -2.699 -2.618  0.08
66 H -1.810 -2.852 -1.249  0.11
67 H -1.848 -4.168 -0.068  0.13
68 H -3.914 -3.968 -1.232  0.13
69 H -3.219 -5.556 -1.507  0.11
70 H -1.446 -4.597 -3.968  0.11
71 H -2.835 -4.432 -5.034  0.13
72 H -2.066 -6.668 -5.090  0.13
73 H -3.713 -6.594 -4.443  0.12
74 H -4.164 -7.710 -2.715  0.09
75 H -2.949 -8.071 -1.477  0.09
76 H -2.972 -9.006 -2.983  0.09

SMILES string: CO[P@@](=O)(O)OOCCNC[C@@H](C)O.COCCOCCOC.COCCOCCOC
Highest occupied orbital energy (eV): -8.74
Frontier orbital gap (eV): 8.9

# 4
The following is a quantum chemistry calculation of a molecular structure, C19H43P3SScSe in a non-equilibrium geometry, from the Open Molecules 2025 dataset.

Last column: Löwdin charge in e.
Positions of all 68 atoms, in Å:
1 Sc -2.776 2.288 -0.777  1.02
2 P 2.815 0.538 -0.411  0.89
3 P 0.734 -2.324 1.762  0.72
4 P -0.878 1.542 1.828  0.80
5 H -2.159 2.577 -3.326  0.08
6 C -1.816 3.212 -2.497  -0.12
7 C -0.858 2.739 -1.586  -0.21
8 H -0.297 1.814 -1.766  0.05
9 C 3.704 0.613 -1.973  -0.20
10 C 3.974 0.029 0.871  -0.19
11 C 2.269 2.210 -0.059  -0.22
12 C -0.549 -3.588 2.180  -0.28
13 C 1.828 -3.402 0.736  -0.30
14 C 1.693 -2.452 3.336  -0.29
15 C -1.766 3.092 2.300  -0.28
16 C 0.575 1.723 2.955  -0.25
17 C -1.725 0.359 2.956  -0.26
18 H -1.932 4.295 -2.696  0.12
19 H -0.341 3.433 -0.917  0.08
20 H 3.006 0.767 -2.802  0.04
21 H 4.254 -0.317 -2.153  0.07
22 H 4.419 1.446 -1.952  0.09
23 H 4.301 -1.010 0.732  0.06
24 H 3.537 0.126 1.872  0.06
25 H 4.869 0.673 0.825  0.09
26 H 2.131 2.759 -0.990  0.06
27 H 2.994 2.729 0.580  0.09
28 H 1.299 2.161 0.447  -0.02
29 H -0.104 -4.396 2.778  0.06
30 H -0.979 -3.996 1.256  0.04
31 H -1.349 -3.106 2.758  0.04
32 H 1.974 -4.368 1.240  0.07
33 H 2.801 -2.912 0.599  0.02
34 H 1.365 -3.562 -0.245  0.02
35 H 1.827 -3.510 3.601  0.06
36 H 1.144 -1.941 4.138  0.04
37 H 2.673 -1.971 3.213  0.03
38 H -1.781 3.171 3.396  0.07
39 H -2.802 3.088 1.921  0.03
40 H -1.233 3.954 1.871  0.06
41 H 0.218 2.157 3.900  0.07
42 H 1.339 2.382 2.527  0.03
43 H 1.025 0.740 3.159  0.04
44 H -2.015 0.890 3.871  0.07
45 H -1.043 -0.473 3.188  0.02
46 H -2.625 -0.049 2.492  0.01
47 C -2.451 -0.062 -1.088  -0.59
48 C -3.054 0.477 -2.261  -0.13
49 C -4.290 1.190 -2.226  -0.06
50 C -4.932 1.456 -1.000  -0.08
51 C -4.381 0.874 0.165  -0.08
52 C -3.275 0.021 0.048  -0.15
53 Se -0.669 -0.975 -1.044  0.77
54 H 1.558 -0.199 -0.553  -0.07
55 H -2.490 0.353 -3.189  0.14
56 H -4.704 1.629 -3.153  0.16
57 H -5.830 2.083 -0.928  0.16
58 H -4.789 1.127 1.142  0.15
59 H -3.022 -0.651 0.862  0.11
60 C -0.322 -2.342 -4.042  -0.39
61 S 0.988 -1.203 -3.579  0.74
62 C 2.231 -2.391 -3.042  -0.36
63 H 0.071 -3.363 -4.120  0.06
64 H -1.107 -2.284 -3.275  -0.03
65 H -0.713 -2.012 -5.012  0.05
66 H 2.399 -2.289 -1.965  0.00
67 H 1.892 -3.405 -3.287  0.06
68 H 3.153 -2.165 -3.590  0.05

Highest occupied orbital energy (alpha / beta) (eV): -15.87 / -16.08
Energy relative to the best compared isomer or geometry (same formula, charge and spin) (kcal per mole): 76.4
Total charge: +3
Frontier orbital gap (alpha / beta) (eV): 5.4 / 5.3

# 5
The following is a quantum chemistry calculation of a molecular structure, C19H28ClMoN5O7 in a non-equilibrium geometry, from the Open Molecules 2025 dataset.

Last column: Löwdin charge in e.
Positions of all 61 atoms, in Å:
1 Mo 1.854 -0.293 0.680  1.76
2 N 0.058 1.007 -2.475  0.07
3 C -0.719 1.916 -1.651  -0.31
4 C -0.205 3.358 -1.827  -0.14
5 C -0.844 4.492 -1.026  -0.16
6 C -2.310 4.785 -1.338  -0.15
7 N -3.192 3.882 -0.598  0.10
8 C -4.505 4.005 -0.548  -0.43
9 N -5.130 4.958 -1.238  0.22
10 N -5.224 3.149 0.189  0.21
11 C -0.661 1.537 -0.169  -0.51
12 O -1.532 1.860 0.615  0.07
13 O 0.380 0.832 0.206  -0.22
14 H 0.734 1.499 -3.043  0.08
15 H -0.520 0.455 -3.093  0.09
16 H -1.780 1.864 -1.913  0.15
17 H -0.289 3.587 -2.892  0.13
18 H 0.866 3.346 -1.599  0.13
19 H -0.284 5.398 -1.258  0.13
20 H -0.729 4.335 0.048  0.12
21 H -2.495 4.685 -2.413  0.13
22 H -2.534 5.813 -1.047  0.13
23 H -2.741 3.118 -0.088  0.11
24 H -4.620 5.593 -1.827  0.12
25 H -6.126 5.078 -1.182  0.14
26 H -4.759 2.518 0.820  0.13
27 H -6.214 3.276 0.311  0.13
28 O 4.458 -3.202 2.137  -0.21
29 Cl 3.394 -2.337 2.436  0.75
30 O 3.383 -1.873 3.777  -0.26
31 O 2.108 -2.866 2.057  -0.34
32 O 3.576 -1.088 1.536  -0.49
33 C -0.295 -1.792 5.311  0.02
34 N 0.042 -1.419 3.931  -0.12
35 C -0.656 -2.146 2.877  0.00
36 C 0.923 -0.496 3.710  -0.22
37 O 1.331 -0.115 2.568  -0.22
38 H -0.331 -2.877 5.374  0.11
39 H -1.266 -1.379 5.580  0.11
40 H 0.471 -1.426 5.988  0.11
41 H -0.282 -3.167 2.837  0.10
42 H -0.500 -1.660 1.918  0.07
43 H -1.720 -2.148 3.110  0.11
44 H 1.356 -0.002 4.577  0.17
45 C 1.418 -5.531 -2.256  -0.03
46 C 0.544 -5.077 -1.252  -0.03
47 C 0.669 -3.811 -0.740  -0.02
48 C 1.673 -2.959 -1.227  -0.15
49 C 1.893 -1.640 -0.758  -0.22
50 C 2.901 -0.854 -1.251  -0.18
51 C 3.794 -1.286 -2.250  -0.02
52 C 3.599 -2.554 -2.718  0.04
53 C 2.558 -3.409 -2.239  -0.14
54 C 2.408 -4.717 -2.740  0.00
55 H 1.308 -6.535 -2.643  0.12
56 H -0.226 -5.739 -0.880  0.12
57 H 0.007 -3.460 0.040  0.11
58 H 3.040 0.187 -0.852  0.10
59 H 4.590 -0.656 -2.615  0.12
60 H 4.265 -2.947 -3.477  0.13
61 H 3.084 -5.070 -3.508  0.13

Highest occupied orbital energy (alpha / beta) (eV): -13.66 / -13.68
<S²>: 2.02
Energy relative to the best compared isomer or geometry (same formula, charge and spin) (kcal per mole): 2.7
Total charge: +2
Multiplicity: 3
Frontier orbital gap (alpha / beta) (eV): 6.6 / 7.0

# 6
The following is a quantum chemistry calculation of a molecular structure, C2H2S5 in a non-equilibrium geometry, from the Open Molecules 2025 dataset.

Last column: Löwdin charge in e.
Positions of all 9 atoms, in Å:
1 C 2.307 1.038 -0.120  -1.06
2 C 0.955 -2.080 0.719  -1.05
3 S 3.688 0.463 0.616  0.45
4 S 1.598 -1.919 -0.826  0.42
5 S 3.629 -1.566 -0.252  0.13
6 S 1.946 2.636 0.307  0.64
7 S -0.625 -2.376 0.888  0.74
8 H 1.080 2.986 -0.729  -0.10
9 H -1.131 -2.352 -0.282  -0.18

Highest occupied orbital energy (eV): -8.68
Energy relative to the best compared isomer or geometry (same formula, charge and spin) (kcal per mole): 85.8
Frontier orbital gap (eV): 8.0